Below is 10 unconnected molecules or ions with the total composition C42H98N6O18 in a non-equilibrium geometry, with properties calculated with ωB97M-V/def2-TZVPD.

SMILES = COCCOCCOC.COCCOCCOC.COCCOCCOC.COCCOCCOC.CN(C)C=O.CN(C)C=O.CN(C)C=O.CN(C)C=O.CN(C)C=O.CN(C)C=O
Spin multiplicity = 1
HOMO energy = -8.56 eV
Energy relative to the best compared isomer or geometry (same formula, charge and spin) = 1.7876 eV

Each line ends with the Mulliken charge.
Element x y z (Å)
C 0.04 -5.34 4.54  -0.59
O -0.80 -5.21 3.37  -0.31
C -0.12 -4.73 2.28  -0.02
C -1.09 -4.52 1.11  -0.33
O -1.52 -5.76 0.48  -0.41
C -2.57 -6.40 1.21  -0.11
C -3.06 -7.57 0.32  -0.69
O -2.16 -8.41 -0.33  -0.33
C -2.01 -9.70 0.31  -0.73
H 0.39 -6.38 4.52  0.26
H -0.60 -5.17 5.40  0.21
H 0.75 -4.52 4.48  0.18
H 0.63 -5.45 1.95  0.46
H 0.31 -3.73 2.42  0.07
H -0.61 -3.89 0.36  0.02
H -1.97 -3.91 1.32  0.30
H -3.38 -5.70 1.42  0.26
H -2.16 -6.63 2.19  0.28
H -3.50 -7.03 -0.52  0.20
H -3.94 -8.03 0.76  0.45
H -1.06 -10.04 -0.10  0.25
H -2.83 -10.36 0.05  0.29
H -1.86 -9.64 1.39  0.31
C 0.29 4.88 -9.65  -0.65
O -0.87 5.66 -9.95  -0.41
C -0.85 6.98 -9.37  -0.68
C -1.62 7.02 -8.04  -0.51
O -0.99 6.26 -7.02  -0.14
C -1.82 6.11 -5.88  -0.66
C -1.06 5.68 -4.65  -0.54
O -0.50 4.35 -4.64  -0.41
C 0.21 4.04 -3.42  -0.41
H 1.10 5.39 -10.18  0.36
H 0.27 3.93 -10.18  0.33
H 0.39 4.87 -8.57  0.20
H -1.40 7.60 -10.08  0.37
H 0.15 7.41 -9.35  0.35
H -2.65 6.68 -8.17  0.37
H -1.79 8.07 -7.78  0.36
H -2.67 5.47 -6.13  0.39
H -2.23 7.06 -5.53  0.34
H -1.77 5.69 -3.81  0.32
H -0.25 6.37 -4.41  0.31
H 0.94 4.85 -3.31  0.37
H 0.72 3.09 -3.50  -0.14
H -0.35 4.07 -2.49  0.37
C 3.17 3.12 -8.06  -0.75
O 3.92 3.29 -6.86  -0.44
C 3.15 3.68 -5.73  -0.23
C 4.13 4.09 -4.66  -0.89
O 3.44 4.37 -3.46  0.05
C 4.20 4.81 -2.36  -0.51
C 3.22 4.91 -1.16  -0.75
O 2.92 3.61 -0.72  0.08
C 2.17 3.49 0.43  -0.79
H 3.71 2.52 -8.79  0.34
H 2.87 4.09 -8.45  0.26
H 2.26 2.56 -7.85  0.33
H 2.41 2.97 -5.35  0.30
H 2.70 4.63 -6.01  0.31
H 4.66 5.00 -4.97  0.31
H 4.88 3.30 -4.53  0.40
H 4.62 5.77 -2.66  0.42
H 5.00 4.12 -2.10  0.25
H 2.39 5.46 -1.62  0.23
H 3.55 5.53 -0.33  0.54
H 1.97 2.45 0.68  -0.02
H 1.27 4.11 0.38  0.40
H 2.73 3.86 1.30  0.37
C -1.73 -1.38 3.59  0.10
O -2.71 -1.23 4.63  -0.56
C -2.66 -2.21 5.67  -0.09
C -3.70 -1.83 6.65  -0.39
O -3.53 -2.72 7.76  -0.38
C -4.43 -2.45 8.86  -0.57
C -4.22 -1.06 9.48  -0.46
O -2.92 -1.03 10.09  -0.48
C -1.91 -0.59 9.12  -0.52
H -0.72 -1.21 3.94  -0.08
H -1.91 -0.68 2.78  0.05
H -1.89 -2.33 3.08  0.21
H -1.65 -2.21 6.09  0.12
H -2.90 -3.19 5.26  0.14
H -4.72 -1.95 6.27  0.41
H -3.66 -0.76 6.85  0.20
H -4.28 -3.28 9.55  0.34
H -5.46 -2.52 8.50  0.36
H -4.93 -1.06 10.30  0.34
H -4.33 -0.21 8.81  0.34
H -1.01 -0.41 9.71  0.32
H -2.33 0.26 8.59  0.26
H -1.59 -1.43 8.52  0.25
C 1.38 -0.83 0.25  0.35
O 1.15 -1.34 1.32  -0.27
N 0.39 -0.15 -0.38  0.82
C -0.93 0.03 0.26  -0.75
C 0.58 0.52 -1.64  -1.14
H 2.33 -0.76 -0.30  -0.50
H -0.87 0.77 1.06  0.50
H -1.20 -0.91 0.75  -0.10
H -1.75 0.30 -0.40  0.06
H -0.27 0.37 -2.32  0.23
H 0.53 1.59 -1.43  0.53
H 1.50 0.22 -2.14  0.17
C 1.11 -0.32 6.22  0.24
O 0.39 -0.13 7.20  -0.64
N 1.08 0.51 5.18  0.12
C 1.93 0.42 4.00  -0.55
C 0.21 1.68 5.05  -0.92
H 1.73 -1.22 6.07  0.35
H 2.56 -0.47 3.97  -0.06
H 2.49 1.36 3.94  0.45
H 1.36 0.52 3.07  0.11
H -0.42 1.82 5.93  0.28
H 0.88 2.51 4.82  0.38
H -0.40 1.59 4.15  0.23
C 3.96 0.68 -2.92  0.66
O 3.33 -0.07 -3.65  -0.67
N 4.78 0.28 -1.91  0.11
C 4.90 -1.19 -1.63  -0.92
C 5.39 1.11 -0.87  -0.45
H 4.02 1.78 -2.96  -0.06
H 4.00 -1.54 -1.11  0.17
H 5.78 -1.46 -1.05  0.41
H 5.02 -1.76 -2.55  0.33
H 5.21 0.71 0.12  0.19
H 6.48 1.11 -0.93  0.33
H 5.08 2.15 -0.96  -0.09
C -4.22 -2.90 -0.55  -0.03
O -3.83 -2.04 0.19  -0.48
N -3.55 -3.22 -1.70  0.30
C -3.93 -4.24 -2.61  -0.94
C -2.29 -2.59 -1.96  -1.02
H -5.18 -3.45 -0.48  0.38
H -3.04 -4.89 -2.62  0.35
H -4.11 -3.90 -3.63  0.28
H -4.80 -4.81 -2.27  0.32
H -2.31 -2.20 -2.98  0.45
H -2.02 -1.78 -1.29  -0.04
H -1.57 -3.41 -1.90  0.48
C -2.90 2.86 -1.95  0.34
O -2.59 3.95 -1.55  -0.65
N -4.05 2.23 -1.51  0.04
C -4.29 0.83 -1.74  -1.00
C -4.84 2.68 -0.32  -0.89
H -2.36 2.26 -2.70  0.34
H -3.96 0.29 -0.86  0.31
H -3.79 0.46 -2.63  0.31
H -5.35 0.59 -1.87  0.30
H -5.87 2.45 -0.58  0.32
H -4.53 2.12 0.56  0.28
H -4.71 3.75 -0.16  0.32
C 3.56 -2.88 3.57  0.66
O 3.08 -3.19 4.67  -0.72
N 4.87 -2.93 3.27  0.22
C 5.23 -2.47 1.93  -0.63
C 5.86 -3.38 4.20  -1.03
H 2.91 -2.45 2.79  -0.02
H 4.46 -1.99 1.33  -0.16
H 5.75 -3.24 1.35  0.35
H 5.98 -1.70 2.14  0.39
H 6.44 -4.27 3.93  0.33
H 6.57 -2.60 4.49  0.35
H 5.40 -3.58 5.17  0.31

Below is 4 unconnected molecules or ions with the total composition C43H100Br2F3NO8Si6 in a non-equilibrium geometry, with properties calculated with ωB97M-V/def2-TZVPD.

SMILES = C=C[C@](CCO)(O[C@H](CCCCCCC)CC[C@@](F)(Br)C(F)(F)Br)[C@](CCC)(OCN)OC[C@H](C)O.C[Si](C)(C)O[Si](C)(C)C.C[Si](C)(C)O[Si](C)(C)C.C[Si](C)(C)O[Si](C)(C)C
Spin multiplicity = 1
HOMO energy = -9.04 eV

Each line ends with the Mulliken charge.
Element x y z (Å)
C 0.48 3.14 3.29  -1.22
C -0.22 2.44 2.42  -0.62
C -0.23 2.68 0.92  1.03
C 0.27 4.11 0.63  -1.45
C 0.04 4.66 -0.78  -1.58
O -0.38 6.04 -0.69  -0.67
O -1.52 2.52 0.33  0.73
C -2.63 3.01 1.07  -1.31
C -3.38 1.87 1.75  -0.15
C -3.66 0.69 0.79  -0.65
C -5.09 0.12 0.90  -0.98
C -5.63 -0.44 -0.43  -0.34
C -6.10 -1.90 -0.33  -0.92
C -7.54 -2.03 0.20  -0.39
C -8.58 -1.73 -0.87  -1.16
C -3.52 3.72 0.05  0.24
C -4.73 4.44 0.68  -1.57
C -6.06 4.19 -0.02  0.02
F -6.14 2.94 -0.54  -0.21
Br -7.51 4.35 1.29  -0.08
C -6.39 5.19 -1.14  0.75
F -6.42 6.44 -0.65  -0.21
F -7.59 4.92 -1.68  -0.21
Br -5.09 5.12 -2.58  -0.13
C 0.71 1.56 0.31  1.30
C 0.45 1.40 -1.20  -1.38
C -0.58 0.32 -1.55  1.22
C -1.02 0.54 -3.01  -1.92
O 0.31 0.37 0.98  -0.16
C 1.28 -0.61 1.25  -0.70
N 1.94 -1.13 0.06  -0.24
O 2.01 1.91 0.69  -0.48
C 3.11 1.84 -0.19  -1.36
C 3.35 3.06 -1.06  1.32
C 4.62 2.81 -1.89  -1.37
O 3.51 4.19 -0.21  -0.64
H 0.82 2.70 4.22  0.08
H 0.77 4.17 3.13  0.30
H -0.79 1.59 2.78  0.32
H -0.31 4.78 1.28  0.56
H 1.31 4.22 0.91  1.18
H -0.73 4.10 -1.30  0.85
H 0.96 4.66 -1.36  0.07
H -1.21 6.14 -1.15  0.37
H -2.34 3.78 1.80  0.29
H -2.82 1.47 2.60  0.00
H -4.33 2.22 2.15  0.78
H -2.95 -0.11 1.02  0.26
H -3.47 0.97 -0.24  0.05
H -5.09 -0.69 1.65  0.61
H -5.75 0.90 1.27  0.42
H -6.48 0.16 -0.77  0.00
H -4.88 -0.38 -1.22  0.34
H -6.07 -2.36 -1.33  0.38
H -5.42 -2.47 0.29  0.41
H -7.67 -1.34 1.04  0.22
H -7.69 -3.05 0.55  0.36
H -8.55 -0.68 -1.17  0.28
H -9.59 -1.92 -0.51  0.36
H -8.41 -2.33 -1.77  0.30
H -2.90 4.48 -0.43  0.29
H -3.81 3.03 -0.74  0.61
H -4.57 5.52 0.65  0.47
H -4.84 4.17 1.73  0.71
H 0.07 2.33 -1.62  -0.15
H 1.35 1.15 -1.76  0.82
H -0.13 -0.66 -1.50  0.03
H -1.48 0.41 -0.95  -0.52
H -1.58 1.47 -3.08  0.43
H -0.16 0.65 -3.68  0.40
H -1.69 -0.25 -3.36  0.42
H 2.03 -0.25 1.96  0.40
H 0.72 -1.39 1.76  0.33
H 2.93 -1.26 0.22  0.26
H 1.54 -2.02 -0.22  0.03
H 3.99 1.74 0.46  0.56
H 3.08 0.95 -0.82  0.41
H 2.51 3.19 -1.75  0.04
H 4.52 3.10 -2.93  0.38
H 4.92 1.76 -1.85  0.02
H 5.44 3.37 -1.41  0.33
H 3.20 4.98 -0.66  0.41
O 7.74 0.17 -5.43  -0.33
Si 8.40 -0.01 -3.94  0.45
C 8.87 1.66 -3.24  -1.02
C 9.92 -1.09 -4.02  -1.02
C 7.15 -0.80 -2.80  -0.81
Si 8.09 0.73 -6.94  0.41
C 6.61 0.48 -8.04  -1.02
C 9.55 -0.20 -7.65  -1.02
C 8.51 2.55 -6.87  -1.01
H 9.67 2.13 -3.82  0.31
H 9.22 1.56 -2.21  0.40
H 8.02 2.35 -3.24  0.27
H 9.70 -2.04 -4.50  0.29
H 10.30 -1.28 -3.02  0.37
H 10.72 -0.61 -4.60  0.29
H 6.85 -1.79 -3.16  0.32
H 6.25 -0.19 -2.71  0.04
H 7.59 -0.92 -1.80  0.29
H 6.35 -0.57 -8.12  0.28
H 6.83 0.85 -9.04  0.31
H 5.74 1.02 -7.66  0.27
H 10.46 0.00 -7.08  0.29
H 9.72 0.11 -8.68  0.38
H 9.38 -1.27 -7.64  0.29
H 9.43 2.73 -6.30  0.29
H 7.71 3.12 -6.39  0.28
H 8.65 2.95 -7.87  0.39
O -1.42 -6.09 -1.67  -0.16
Si 0.02 -5.35 -1.95  0.13
C 0.81 -6.02 -3.50  -1.04
C 1.18 -5.62 -0.51  -1.05
C -0.27 -3.52 -2.15  -0.92
Si -2.07 -7.58 -1.39  0.35
C -3.91 -7.40 -1.18  -1.04
C -1.34 -8.31 0.17  -1.02
C -1.71 -8.72 -2.82  -1.01
H 1.09 -7.07 -3.39  0.30
H 1.72 -5.46 -3.74  0.39
H 0.13 -5.95 -4.35  0.29
H 0.72 -5.31 0.43  0.30
H 2.10 -5.04 -0.65  0.41
H 1.46 -6.67 -0.41  0.32
H -0.72 -3.09 -1.25  0.25
H -0.93 -3.31 -2.99  0.38
H 0.68 -3.01 -2.33  0.28
H -4.16 -6.75 -0.34  0.29
H -4.36 -8.38 -1.00  0.30
H -4.37 -6.98 -2.08  0.29
H -0.28 -8.53 0.05  0.30
H -1.84 -9.25 0.41  0.39
H -1.46 -7.64 1.02  0.28
H -0.65 -8.93 -2.92  0.30
H -2.06 -8.29 -3.77  0.28
H -2.23 -9.68 -2.68  0.38
O -1.84 0.90 6.65  -0.15
Si -3.27 1.43 7.27  0.32
C -2.97 2.74 8.58  -1.03
C -4.20 0.01 8.04  -1.05
C -4.29 2.15 5.89  -0.96
Si -0.43 0.17 7.10  0.41
C 0.64 -0.07 5.60  -0.67
C -0.79 -1.50 7.87  -1.07
C 0.47 1.23 8.35  -1.05
H -2.46 2.33 9.45  0.29
H -3.93 3.15 8.91  0.39
H -2.37 3.56 8.18  0.28
H -4.32 -0.81 7.33  0.28
H -5.19 0.33 8.36  0.39
H -3.67 -0.39 8.92  0.30
H -4.47 1.40 5.12  0.16
H -3.79 3.00 5.42  0.25
H -5.25 2.49 6.27  0.43
H 0.15 -0.69 4.85  0.17
H 1.58 -0.55 5.88  0.45
H 0.88 0.89 5.13  -0.08
H -1.33 -1.40 8.81  0.30
H 0.15 -2.02 8.08  0.38
H -1.38 -2.12 7.20  0.29
H -0.08 1.31 9.28  0.29
H 0.64 2.24 7.96  0.29
H 1.45 0.79 8.58  0.40